1.
DFT (wB97M-V/def2-TZVPD) results for 4 unconnected molecules or ions with the total composition C4H17NO3 in a non-equilibrium geometry.

Last column: Mulliken charge in e.
Geometry (Å):
1 C 2.602 0.720 -0.772  -1.09
2 N 1.233 0.223 -0.617  -0.32
3 C 0.736 0.109 -3.111  -1.42
4 C 0.319 0.625 -1.681  0.55
5 C 0.081 2.113 -1.677  -1.22
6 H 3.155 0.194 -1.568  0.30
7 H 3.159 0.366 0.071  0.36
8 H 2.739 1.791 -0.782  0.33
9 H 1.331 -0.769 -0.703  0.28
10 H 1.104 0.921 -3.743  0.28
11 H -0.179 -0.219 -3.613  0.40
12 H 1.413 -0.740 -3.018  0.36
13 H -0.626 0.132 -1.548  0.32
14 H -0.814 2.420 -1.133  0.23
15 H 0.001 2.622 -2.637  0.35
16 H 0.902 2.600 -1.154  0.29
17 H -1.884 1.965 1.257  0.31
18 H -2.671 0.803 1.592  0.28
19 O -2.175 1.144 0.830  -0.59
20 H 0.125 0.232 1.610  0.39
21 H 0.543 -1.165 2.009  0.29
22 O 0.130 -0.373 2.366  -0.68
23 H -1.537 -4.576 3.496  0.32
24 H -2.447 -3.829 4.439  0.32
25 O -2.320 -4.001 3.500  -0.64

Summary:
total energy	-443.03423	Eh
relative energy (zero: lowest compared OMol25 entry of this formula, charge and spin)	113.0	kJ/mol
gap between HOMO and LUMO	9.78	eV
structure (SMILES)	CNC(C)C.O.O.O
total charge	0

***

2.
DFT (wB97M-V/def2-TZVPD) results for 4 unconnected molecules or ions with the total composition C4H17NO3 in a non-equilibrium geometry.

Last column: Mulliken charge in e.
Geometry (Å):
1 C 1.445 2.616 1.084  -1.31
2 C 0.162 1.858 1.562  -0.32
3 C 0.026 0.418 1.806  -0.56
4 C 0.524 -0.429 0.630  -0.59
5 N -0.231 -0.406 -0.613  -0.58
6 H 1.447 3.559 1.640  0.39
7 H 1.650 3.033 0.108  0.35
8 H 2.282 2.185 1.563  0.38
9 H -0.067 2.495 2.463  0.35
10 H -0.554 2.207 0.870  0.12
11 H 0.602 0.011 2.649  0.32
12 H -1.025 0.157 2.170  0.25
13 H 0.653 -1.512 0.866  0.38
14 H 1.431 -0.064 0.098  0.36
15 H -1.115 -0.960 -0.456  0.23
16 H -0.446 0.571 -0.953  0.21
17 H 0.229 -4.069 -1.870  0.35
18 H 0.010 -5.566 -1.549  0.31
19 O -0.410 -4.653 -1.315  -0.66
20 H 1.632 -2.685 -2.982  0.32
21 H 1.014 -1.921 -1.634  0.46
22 O 1.680 -2.538 -2.019  -0.75
23 H -3.311 4.308 -0.587  0.30
24 H -3.435 2.872 -0.192  0.31
25 O -2.810 3.620 -0.216  -0.61

Summary:
total energy	-443.00760	Eh
relative energy (zero: lowest compared OMol25 entry of this formula, charge and spin)	182.9	kJ/mol
gap between HOMO and LUMO	10.04	eV
structure (SMILES)	CCCCN.O.O.O
total charge	0

***

3.
DFT (wB97M-V/def2-TZVPD) results for 4 unconnected molecules or ions with the total composition C4H17NO3 in a non-equilibrium geometry.

Last column: Mulliken charge in e.
Geometry (Å):
1 C 0.537 -0.272 2.905  -1.37
2 C 0.649 0.358 1.507  -0.27
3 C -0.672 0.992 1.077  -0.72
4 N -0.987 0.792 -0.300  0.22
5 C -2.341 1.164 -0.730  -0.87
6 H -0.251 -1.018 2.888  0.38
7 H 1.499 -0.707 3.161  0.40
8 H 0.342 0.520 3.630  0.34
9 H 1.448 1.081 1.451  0.44
10 H 0.951 -0.422 0.804  0.18
11 H -1.521 0.707 1.701  0.57
12 H -0.690 2.073 1.316  0.42
13 H -0.257 1.184 -0.902  0.27
14 H -2.835 1.613 0.123  0.37
15 H -2.269 2.003 -1.420  0.38
16 H -2.867 0.318 -1.166  0.32
17 H -0.249 -2.604 -1.188  0.34
18 H -0.807 -1.779 -2.337  0.29
19 O -0.095 -2.399 -2.121  -0.65
20 H 1.761 -1.952 -1.702  0.34
21 H 2.687 -1.922 -0.566  0.28
22 O 2.344 -1.319 -1.239  -0.64
23 H 1.737 0.839 -1.819  0.33
24 H 0.868 -0.096 -2.604  0.36
25 O 1.016 0.845 -2.469  -0.70

Summary:
multiplicity	2
total energy	-442.74971	Eh
relative energy (zero: lowest compared OMol25 entry of this formula, charge and spin)	2.0	kJ/mol
gap between HOMO and LUMO (spin up / spin down)	11.71 / 7.08	eV
total charge	+1

***

4.
DFT (wB97M-V/def2-TZVPD) results for 4 unconnected molecules or ions with the total composition C4H17NO4 in a non-equilibrium geometry.

Last column: Mulliken charge in e.
Geometry (Å):
1 C 1.838 0.078 -1.006  -1.38
2 C 1.117 -1.150 -0.417  0.52
3 C 0.626 -0.909 0.989  -0.61
4 O 1.761 -0.672 1.811  -0.36
5 C 1.494 0.144 2.919  -0.78
6 N -0.004 -1.462 -1.302  -0.66
7 H 2.262 -0.223 -1.970  0.37
8 H 2.683 0.398 -0.397  0.36
9 H 1.224 0.955 -1.218  0.22
10 H 1.845 -1.964 -0.473  0.23
11 H 0.141 -1.835 1.320  0.34
12 H -0.104 -0.100 1.033  0.35
13 H 0.697 -0.169 3.599  0.32
14 H 1.199 1.148 2.579  0.32
15 H 2.399 0.326 3.496  0.28
16 H -0.510 -2.287 -0.980  0.22
17 H 0.269 -1.781 -2.227  0.24
18 O -1.249 2.687 -2.224  -0.63
19 H -1.840 2.934 -2.946  0.29
20 H -0.517 3.312 -2.279  0.30
21 O -2.071 0.458 -1.010  -0.70
22 H -1.946 1.396 -1.271  0.39
23 H -1.361 -0.033 -1.474  0.31
24 O -3.367 -0.803 1.211  -0.64
25 H -2.759 -0.362 0.588  0.37
26 H -3.829 -0.084 1.650  0.30

Summary:
total energy	-518.29304	Eh
relative energy (zero: lowest compared OMol25 entry of this formula, charge and spin)	30.7	kJ/mol
gap between HOMO and LUMO	10.02	eV
structure (SMILES)	COC[C@H](C)N.O.O.O
total charge	0

***

5.
DFT (wB97M-V/def2-TZVPD) results for a molecular structure, C4H18B2KO2 in a non-equilibrium geometry.

Last column: Mulliken charge in e.
Geometry (Å):
1 K -1.024 -0.887 0.629  0.38
2 B -3.881 -1.458 -0.130  0.54
3 H -3.795 -0.998 0.925  -0.35
4 H -4.941 -1.341 -0.602  -0.22
5 H -3.163 -0.891 -0.833  -0.40
6 H -3.609 -2.594 -0.085  -0.26
7 B 0.783 -2.138 -1.299  0.73
8 H 1.054 -1.211 -0.679  -0.61
9 H 0.373 -1.869 -2.358  -0.26
10 H 1.776 -2.728 -1.475  -0.23
11 H 0.011 -2.826 -0.793  -0.34
12 C -0.094 1.171 -2.079  -0.90
13 O -0.159 1.415 -0.711  -0.28
14 C 1.125 1.768 -0.180  -0.37
15 C 1.144 1.958 1.339  -0.68
16 O 0.803 0.804 2.074  -0.22
17 C 1.831 0.134 2.780  -0.77
18 H 0.834 0.717 -2.457  0.37
19 H -0.315 2.023 -2.733  0.32
20 H -0.744 0.345 -2.386  0.28
21 H 1.398 2.700 -0.684  0.38
22 H 1.853 0.984 -0.412  0.31
23 H 0.369 2.689 1.596  0.29
24 H 2.124 2.346 1.632  0.40
25 H 2.350 0.841 3.437  0.33
26 H 2.544 -0.325 2.091  0.33
27 H 1.353 -0.626 3.392  0.23

Summary:
total energy	-963.23803	Eh
relative energy (zero: lowest compared OMol25 entry of this formula, charge and spin)	30.7	kJ/mol
gap between HOMO and LUMO	7.55	eV
total charge	-1

***

6.
DFT (wB97M-V/def2-TZVPD) results for a molecular structure, C4H18B2KO2 in a non-equilibrium geometry.

Last column: Mulliken charge in e.
Geometry (Å):
1 K -0.300 -1.213 0.336  0.29
2 B 0.908 -3.537 -0.586  0.62
3 H 1.374 -4.431 -0.971  -0.23
4 H 1.084 -2.804 -1.359  -0.36
5 H -0.152 -3.712 -0.488  -0.32
6 H 1.357 -3.153 0.317  -0.40
7 B -2.919 -0.662 -1.164  0.83
8 H -3.996 -0.677 -1.219  -0.21
9 H -2.556 -1.434 -0.502  -0.52
10 H -2.564 -0.839 -2.167  -0.30
11 H -2.611 0.289 -0.758  -0.39
12 C 0.636 0.755 -2.203  -0.89
13 O 0.954 0.872 -0.819  -0.32
14 C 0.472 2.076 -0.239  -0.55
15 C 0.767 2.076 1.275  -0.61
16 O 0.363 0.883 1.943  -0.17
17 C 0.760 0.813 3.310  -0.87
18 H 1.238 1.416 -2.827  0.29
19 H -0.442 0.854 -2.325  0.41
20 H 0.861 -0.240 -2.586  0.28
21 H -0.605 2.139 -0.398  0.32
22 H 0.850 2.944 -0.779  0.40
23 H 0.240 2.947 1.665  0.37
24 H 1.782 2.440 1.431  0.40
25 H 1.839 0.782 3.461  0.33
26 H 0.439 -0.133 3.746  0.26
27 H 0.220 1.548 3.907  0.33

Summary:
total energy	-963.16407	Eh
relative energy (zero: lowest compared OMol25 entry of this formula, charge and spin)	224.9	kJ/mol
gap between HOMO and LUMO	7.55	eV
total charge	-1

***

7.
DFT (wB97M-V/def2-TZVPD) results for 10 unconnected molecules or ions with the total composition C4H18BO17.

Last column: Mulliken charge in e.
Geometry (Å):
1 O 0.805 0.191 2.520  -0.70
2 C 0.351 0.144 1.412  0.33
3 O 0.764 -0.592 0.413  -0.35
4 B -0.068 -0.290 -0.764  0.61
5 O -0.984 0.791 -0.356  -0.22
6 C -0.863 0.967 0.943  0.67
7 O -1.541 1.618 1.692  -0.76
8 O -0.787 -1.507 -1.235  -0.37
9 C -0.248 -1.902 -2.380  0.78
10 O -0.474 -2.958 -2.900  -0.74
11 C 0.753 -0.818 -2.810  0.53
12 O 0.729 0.150 -1.917  -0.33
13 O 1.465 -0.868 -3.777  -0.72
14 O 0.906 -3.883 -5.050  -0.66
15 H 0.497 -3.592 -4.205  0.44
16 H 1.812 -3.566 -5.006  0.29
17 O -0.262 2.109 5.004  -0.63
18 H 0.166 2.580 4.274  0.36
19 H -0.903 1.540 4.569  0.31
20 O -1.875 3.845 -0.312  -0.58
21 H -2.101 2.965 0.011  0.29
22 H -2.450 3.987 -1.070  0.29
23 O -3.946 0.299 -0.767  -0.62
24 H -4.156 1.231 -0.656  0.29
25 H -3.194 0.288 -1.367  0.31
26 O 2.631 1.595 -4.390  -0.68
27 H 2.081 0.809 -4.203  0.40
28 H 3.309 1.575 -3.710  0.29
29 O 2.713 -2.827 1.950  -0.64
30 H 1.915 -3.335 1.771  0.31
31 H 2.407 -2.052 2.437  0.31
32 O 3.077 0.154 4.118  -0.63
33 H 3.000 0.248 5.072  0.32
34 H 2.167 0.225 3.790  0.50
35 O -2.273 -3.772 0.015  -0.66
36 H -1.900 -3.234 -0.696  0.39
37 H -2.961 -3.217 0.395  0.29
38 O -0.295 3.977 2.655  -0.69
39 H -0.804 3.202 2.357  0.34
40 H 0.536 3.924 2.172  0.33

Summary:
total energy	-1467.52156	Eh
relative energy (zero: lowest compared OMol25 entry of this formula, charge and spin)	47.4	kJ/mol
gap between HOMO and LUMO	10.44	eV
total charge	-1

***

8.
DFT (wB97M-V/def2-TZVPD) results for a molecular structure, C4H18HfO14S2 in a non-equilibrium geometry.

Last column: Mulliken charge in e.
Geometry (Å):
1 Hf -0.276 0.164 -0.051  2.21
2 C 0.290 -3.725 -2.161  -1.31
3 C 0.714 -2.912 -0.921  0.13
4 O 0.722 -1.554 -1.208  -0.78
5 H 0.348 -4.797 -1.958  0.37
6 H 0.987 -3.438 -2.960  0.26
7 H -0.707 -3.430 -2.487  0.26
8 H 1.685 -3.251 -0.538  0.23
9 H -0.122 -3.098 -0.234  0.05
10 C 2.379 3.465 0.167  -0.91
11 C 1.985 2.748 -1.128  -0.59
12 O 1.446 1.510 -0.905  -0.66
13 H 3.035 2.842 0.783  0.18
14 H 1.506 3.765 0.745  0.16
15 H 3.036 4.322 -0.033  0.39
16 H 2.853 2.647 -1.799  0.31
17 H 1.315 3.467 -1.646  0.20
18 S -3.262 -0.649 0.325  0.98
19 O -2.100 -1.242 -0.466  -0.68
20 O -2.387 0.468 0.823  -0.78
21 O -4.347 -0.111 -0.503  -0.71
22 O -3.704 -1.435 1.433  -0.58
23 S -0.637 -2.078 2.846  1.34
24 O -0.307 -1.291 1.588  -0.04
25 O 0.619 -2.430 3.539  -0.78
26 O -1.536 -1.208 3.654  -0.77
27 O -1.494 -3.251 2.587  -0.73
28 O 1.891 -0.238 1.056  -0.37
29 H 2.624 0.355 0.863  0.14
30 H 2.230 -0.898 1.673  0.22
31 O -1.072 0.506 -2.281  -0.38
32 H -1.985 0.417 -2.577  0.26
33 H -0.575 0.822 -3.039  0.19
34 O -1.317 2.483 -0.469  -0.42
35 H -1.005 3.359 -0.710  0.20
36 H -2.256 2.467 -0.691  0.26
37 O -0.132 1.518 1.921  -0.27
38 H -0.887 2.092 2.084  0.19
39 H 0.445 1.620 2.681  0.22

Summary:
total energy	-2061.15121	Eh
relative energy (zero: lowest compared OMol25 entry of this formula, charge and spin)	34.7	kJ/mol
gap between HOMO and LUMO	4.40	eV
total charge	-2

***

9.
DFT (wB97M-V/def2-TZVPD) results for 5 unconnected molecules or ions with the total composition C4H18N2O5 in a non-equilibrium geometry.

Last column: Mulliken charge in e.
Geometry (Å):
1 O -1.250 2.105 -1.387  -0.64
2 C -1.378 0.897 -1.347  0.05
3 N -1.268 0.278 -0.136  -0.12
4 C -1.053 -1.127 0.088  -0.69
5 C 0.392 -1.489 0.442  -0.36
6 C 1.272 -0.341 1.087  -0.48
7 N 0.681 0.429 2.121  -0.06
8 H -1.619 0.250 -2.198  0.46
9 H -1.172 0.941 0.617  0.21
10 H -1.790 -1.439 0.828  0.36
11 H -1.304 -1.722 -0.779  0.29
12 H 0.948 -1.743 -0.447  0.35
13 H 0.323 -2.276 1.200  0.41
14 H 1.583 0.396 0.364  0.24
15 H 2.111 -0.893 1.508  0.37
16 H 0.346 1.377 1.823  0.38
17 H 0.014 0.000 2.761  0.25
18 H -0.159 2.493 0.005  0.40
19 H 1.174 2.944 0.723  0.34
20 O 0.252 2.718 0.879  -0.79
21 H -1.560 -1.718 3.163  0.28
22 H -0.686 -2.651 4.104  0.33
23 O -1.220 -2.604 3.300  -0.62
24 H 2.448 2.289 -3.066  0.33
25 H 1.158 2.062 -2.284  0.28
26 O 1.539 1.944 -3.161  -0.61
27 H 0.474 -0.370 -3.287  0.32
28 H -0.396 -1.492 -3.842  0.30
29 O 0.141 -1.258 -3.078  -0.60

Summary:
multiplicity	2
total energy	-648.59627	Eh
relative energy (zero: lowest compared OMol25 entry of this formula, charge and spin)	0.0	kJ/mol
gap between HOMO and LUMO (spin up / spin down)	10.70 / 5.93	eV
total charge	+1